Record 1
A structure of composition C47H38ClN2O7S3Y, computed with ωB97M-V with the def2-TZVPD basis set.

Cartesian coordinates (Å):
Y -1.78866 -0.50522 0.64899
O 0.50802 -6.06628 0.30041
C -0.70330 -6.12779 -0.22939
O -1.18271 -7.14399 -0.64189
C -1.46892 -4.84334 -0.34876
C -2.65753 -4.70794 -1.06970
Cl -3.54933 -5.87394 -1.89655
N -3.08166 -3.42783 -0.95589
N -2.23415 -2.72542 -0.16587
C -1.26876 -3.57504 0.19882
C -0.22059 -3.03237 1.12609
O 0.82824 -3.61151 1.30238
O -0.57348 -1.90916 1.68829
C -4.27737 -2.81850 -1.43654
C -5.00226 -2.01636 -0.56096
C -6.16523 -1.40613 -1.00898
C -6.60588 -1.62273 -2.30749
C -5.87279 -2.42806 -3.16578
C -4.69173 -3.01999 -2.74442
H 0.76506 -5.16292 0.58254
H -4.68716 -1.90291 0.47210
H -6.74066 -0.78995 -0.33485
H -7.52675 -1.17144 -2.64672
H -6.21608 -2.59593 -4.17615
H -4.11219 -3.62713 -3.42139
C 3.50929 6.53271 1.63901
C 2.78539 5.23371 1.79280
C 3.06700 4.38767 2.86352
C 2.43178 3.16743 2.99267
C 1.51170 2.77973 2.02537
C 1.19118 3.61253 0.96918
C 1.83213 4.83539 0.86255
S 0.76850 1.19100 2.28277
O -0.41041 1.09669 1.27583
C 1.98884 0.01202 1.76841
C 2.32294 -0.88945 2.80165
C 3.21433 -1.89394 2.56458
C 3.76593 -2.07380 1.27923
C 4.64638 -3.14946 1.00773
C 5.16840 -3.32091 -0.23884
C 4.84096 -2.42175 -1.27619
C 4.00050 -1.37323 -1.04617
C 3.43023 -1.17326 0.24041
C 2.54582 -0.08846 0.50727
C 2.39381 0.92606 -0.56873
C 3.43145 1.89511 -0.71907
C 4.50828 1.98417 0.19578
C 5.48644 2.91886 0.02565
C 5.44415 3.81092 -1.06468
C 4.41926 3.74681 -1.96470
C 3.39334 2.78538 -1.81540
C 2.33972 2.69369 -2.75843
C 1.36176 1.75539 -2.62034
C 1.39899 0.87933 -1.50912
S 0.21917 -0.42984 -1.39515
O 0.43260 -1.48435 -2.39750
C -1.29686 0.43866 -1.86552
C -1.65493 1.71609 -1.40559
C -2.90688 2.22436 -1.70738
C -3.81645 1.49774 -2.48418
C -5.14587 2.08166 -2.83091
C -3.43985 0.23846 -2.93838
C -2.19997 -0.30446 -2.62280
H 3.77031 6.95650 2.60715
H 2.91115 7.25845 1.09055
H 4.43587 6.37784 1.08342
H 3.78727 4.69332 3.60946
H 2.65276 2.52645 3.83496
H 0.46751 3.30840 0.23155
H 1.59078 5.49027 0.03640
H 1.86282 -0.77618 3.77273
H 3.48047 -2.58635 3.35029
H 4.89168 -3.83300 1.80745
H 5.83592 -4.14569 -0.44015
H 5.25986 -2.57004 -2.25960
H 3.75441 -0.69727 -1.85261
H 4.55581 1.29968 1.03015
H 6.30724 2.97338 0.72659
H 6.23373 4.53595 -1.19279
H 4.38530 4.41900 -2.81109
H 2.33828 3.36461 -3.60657
H 0.57750 1.65880 -3.35766
H -0.95122 2.30954 -0.83885
H -3.17150 3.21463 -1.36097
H -5.01862 2.99533 -3.41060
H -5.70057 2.34342 -1.93084
H -5.74204 1.38568 -3.41574
H -4.12316 -0.33023 -3.55040
H -1.89799 -1.27902 -2.98885
C -2.36729 -0.55764 4.62254
S -3.79813 -0.81059 3.58785
C -3.78035 -2.59269 3.47778
O -3.32888 -0.34233 2.19509
H -1.51014 -1.06976 4.18281
H -2.59618 -0.95219 5.61113
H -2.19704 0.51395 4.69235
H -4.00213 -2.98661 4.46770
H -2.79930 -2.92616 3.13355
H -4.56730 -2.89624 2.79156

DFT total energy: -112731.420 eV
ΔE to the lowest compared entry with this formula, charge and spin: 102.0 kJ/mol
Kohn-Sham gap: 7.594 eV
Net charge: +2
Largest force on an atom: 0.48 eV/A



Record 2
A structure of composition F6Li2Sr at a distorted geometry, computed with ωB97M-V with the def2-TZVPD basis set.

Cartesian coordinates (Å):
Sr 0.03875 -0.12101 -2.80146
Li 0.52148 0.82060 1.54487
Li -0.63802 -1.31343 0.48134
F -1.68015 0.48935 2.18072
F 1.02529 -1.11827 1.72412
F -0.16651 0.46773 -0.32729
F 0.29963 -2.23313 -1.13014
F -1.84939 1.72449 -2.25446
F 2.44891 1.28369 0.58231

DFT total energy: -17554.855 eV
Spin multiplicity: 2
Kohn-Sham gap (spin up / spin down): 6.521 / 3.936 eV
Net charge: -1
Largest force on an atom: 4.86 eV/A



Record 3
A structure of composition F12N2O6P2Rb at a distorted geometry, computed with ωB97M-V with the def2-TZVPD basis set.

Cartesian coordinates (Å):
Rb -27.47462 11.54138 29.68387
P -27.96504 11.57739 33.22172
F -27.62954 10.34265 34.18990
F -29.30009 11.84926 34.07125
F -27.14317 12.55833 34.19708
F -28.34516 12.80303 32.22858
F -26.60763 11.32703 32.35661
F -28.79230 10.58288 32.22753
P -24.56649 14.08298 29.23120
F -25.75105 14.94861 28.60639
F -25.46692 13.39092 30.40342
F -25.04580 12.81737 28.30402
F -23.30247 13.21426 29.78800
F -23.55960 14.63153 28.08539
F -24.19341 15.29084 30.22219
N -27.20220 8.12934 28.29095
O -26.90056 8.84070 27.30721
O -27.75062 7.01694 28.11420
O -27.06190 8.57475 29.45087
N -30.34218 14.54030 29.04545
O -31.56875 14.52405 29.28489
O -29.78621 15.62209 28.74197
O -29.67041 13.50538 29.26527

DFT total energy: -67116.696 eV
ΔE to the lowest compared entry with this formula, charge and spin: 0.0 kJ/mol
Kohn-Sham gap: 6.861 eV
Net charge: -3
Largest force on an atom: 1.58 eV/A



Record 4
The molecule C5H7N at a distorted geometry, computed with ωB97M-V with the def2-TZVPD basis set.

Cartesian coordinates (Å):
C -0.92822 -0.66715 1.24947
C -1.61690 -0.47265 -0.07128
C 1.22057 0.58599 -1.15227
C 0.40634 1.30072 -0.09242
N -0.16823 -0.05231 0.17725
C 0.85355 -0.61658 -0.67273
H -0.50933 -1.63444 1.54884
H -1.13624 0.01928 2.07665
H -1.63594 -1.42838 -0.61750
H 1.85218 0.92079 -1.96982
H 0.93638 1.70255 0.78019
H -0.34437 2.01735 -0.44591
H 1.07021 -1.67518 -0.81047

DFT total energy: -6782.870 eV
ΔE to the lowest compared entry with this formula, charge and spin: 544.4 kJ/mol
Kohn-Sham gap: 8.003 eV
Net charge: 0
Largest force on an atom: 1.22 eV/A



Record 5
A cluster of 2 separate species, C4H8O in total, computed with ωB97M-V with the def2-TZVPD basis set.

Cartesian coordinates (Å):
C 2.23120 -1.14617 0.68311
C 1.17079 -0.14259 0.34393
O 1.36964 0.86407 -0.28107
H 2.56790 -1.60847 -0.24934
H 1.90653 -1.91920 1.37245
H 3.10355 -0.65708 1.11353
H 0.17315 -0.34517 0.76984
C -1.88251 1.45975 -0.49264
C -2.25724 0.21774 -0.75292
H -2.63903 2.21672 -0.64988
H -0.85683 1.72333 -0.28568
H -3.26862 -0.03036 -1.03851
H -1.61852 -0.63257 -0.53282

DFT total energy: -6323.676 eV
Structure (SMILES): CC=O.C=C
ΔE to the lowest compared entry with this formula, charge and spin: 144.0 kJ/mol
Kohn-Sham gap: 11.013 eV
Net charge: 0
Largest force on an atom: 0.90 eV/A



Record 6
The molecule C6H6N4O2 at a distorted geometry, computed with ωB97M-V with the def2-TZVPD basis set.

Cartesian coordinates (Å):
C 1.01968 -0.77521 0.92574
C 1.59050 -0.54549 -0.43785
C -0.03642 -0.43696 1.62042
C 0.16228 1.19754 -1.11073
C -1.05828 0.33593 -1.24754
C -1.91804 0.86362 0.85498
N 1.72549 -1.78304 1.47497
N 2.45342 -1.51733 -0.62817
N -0.92106 0.54170 1.57682
N 1.20390 0.25101 -1.34666
O 2.53361 -2.27194 0.48866
O -2.14461 0.63335 -0.40528
H -0.11081 -1.10375 2.45392
H 0.23551 1.90481 -1.89908
H 0.13665 1.64039 -0.12886
H -1.45263 0.41187 -2.35965
H -0.70233 -0.78640 -1.08077
H -2.71686 1.43990 1.24907

DFT total energy: -16367.564 eV
ΔE to the lowest compared entry with this formula, charge and spin: 725.5 kJ/mol
Kohn-Sham gap (spin up / spin down): 8.258 / 6.489 eV
Net charge: 0
Largest force on an atom: 4.42 eV/A